(1)
ORCA calculation (ωB97M-V/def2-TZVPD) on a structure of composition C30H46N6O2PdS.

The value obtained for the highest occupied orbital energy (spin up / spin down) is -0.042 / -0.042 Eh. The net charge is -2. The value obtained for the total energy is -2174.71262 Ha. As for the strongest force on any atom: 0.1602 Eh/bohr. Its spin multiplicity is 1.

Geometry as XYZ:
```
86
Properties=species:S:1:pos:R:3:forces:R:3
Pd -13.263 -6.024 15.544 0.68 -5.57 0.64
C -17.551 -3.597 13.030 -4.58 -0.98 -0.96
C -17.529 -3.459 14.538 4.04 -2.21 0.40
C -15.910 -3.284 14.811 -0.46 1.34 0.99
N -15.224 -4.299 15.231 0.54 -0.15 -0.65
N -13.652 -4.288 15.078 -2.07 4.04 1.87
C -12.929 -3.727 16.135 -2.27 -0.38 -3.08
N -12.125 -3.296 16.833 1.02 1.02 1.26
S -15.304 -1.659 14.593 -0.10 -0.20 -0.45
H -17.476 -4.684 12.649 0.62 2.03 0.23
H -17.028 -2.726 12.558 -0.18 -1.27 0.14
H -18.776 -3.352 12.960 2.76 -0.75 -1.13
H -17.769 -4.467 15.082 -0.39 2.16 -0.90
H -18.146 -2.564 14.533 0.41 0.06 2.16
H -10.860 -4.048 18.670 -3.87 -2.47 -1.74
H -8.130 -6.335 11.378 -1.72 0.48 -2.31
C -12.776 -7.283 17.550 -2.34 1.76 3.97
N -12.621 -8.175 16.586 -1.16 -0.46 -1.80
N -13.572 -9.164 16.433 -2.05 0.53 1.82
C -13.200 -10.034 15.409 4.36 2.58 -1.96
O -14.028 -10.698 14.912 -3.14 -4.60 -1.84
C -11.918 -9.618 14.864 -4.23 5.32 3.65
C -11.775 -8.233 15.430 1.18 -2.78 0.84
C -10.887 -7.194 15.387 -1.49 1.98 0.37
C -15.022 -8.963 16.578 1.79 2.66 1.22
C -15.655 -10.164 16.663 -3.35 4.97 -0.43
C -17.030 -10.064 16.760 -1.50 -3.22 0.49
C -17.755 -8.936 16.703 -2.07 5.58 -0.56
C -17.097 -7.647 16.590 2.78 -6.31 1.17
C -15.730 -7.684 16.789 -0.35 -2.87 -1.95
H -13.781 -7.544 18.109 2.39 0.77 -0.87
H -10.358 -3.716 18.899 3.97 2.49 1.99
H -11.346 -6.519 16.270 2.45 -0.10 -2.32
H -11.025 -9.838 14.519 3.44 -2.54 -2.30
H -10.658 -6.763 14.376 0.42 -0.44 1.26
H -11.224 -2.872 11.309 1.77 -0.30 -1.58
H -11.992 -6.943 18.321 -0.71 -0.51 -1.85
H -15.077 -10.907 16.924 2.18 -4.37 0.65
H -17.581 -10.996 16.908 0.07 0.06 0.12
H -18.859 -8.551 16.883 1.66 -2.66 -0.53
H -17.663 -6.841 16.481 -1.97 3.70 0.05
H -15.314 -6.815 17.137 1.69 2.04 -0.11
C -6.872 -7.539 18.960 -1.54 2.71 1.12
C -6.925 -6.146 18.188 -0.98 3.00 1.30
C -8.163 -5.703 17.353 -3.14 0.66 0.77
C -5.899 -7.010 17.718 0.00 -3.69 0.42
H -20.093 -14.819 11.992 0.00 0.00 -0.01
H -6.692 -7.416 20.081 0.55 -0.04 -1.77
H -7.942 -8.025 18.934 2.59 0.25 -1.16
H -6.319 -5.371 18.801 -1.76 -0.73 -0.90
H -8.346 -4.954 16.450 1.79 -1.53 1.65
H -9.128 -5.358 17.956 2.40 -0.55 -0.37
H -8.557 -6.666 17.064 -0.19 -0.31 -0.95
H -4.916 -6.532 17.923 -0.34 -1.66 -0.27
H -6.084 -7.867 16.998 0.66 1.87 0.09
C -7.885 -1.372 13.954 7.06 -1.78 -2.60
N -8.968 -2.150 14.173 -2.94 2.26 4.87
C -9.448 -1.163 15.402 -4.26 -2.62 1.30
C -9.898 -2.288 13.114 0.52 -3.14 -0.70
C -9.554 -3.488 12.187 3.30 -3.17 -1.86
C -8.760 -4.654 12.100 -1.25 5.40 2.71
C -8.626 -5.361 10.905 -2.26 -3.14 0.85
C -9.545 -5.117 9.769 1.47 -5.12 -1.42
C -10.328 -4.057 9.650 1.83 2.61 4.33
C -10.195 -3.429 10.950 -7.70 2.81 -0.84
H -7.337 -1.142 14.848 -0.27 0.90 0.43
H -7.870 -0.606 13.215 -0.80 1.44 -0.36
H -6.999 -1.994 13.539 -0.95 0.13 -0.27
H -8.760 -1.282 16.277 -0.22 0.28 -1.29
H -10.472 -1.510 15.900 1.87 0.11 -1.36
H -9.726 -0.114 15.143 1.04 -0.65 -0.38
H -9.851 -1.532 12.311 -1.00 0.75 1.02
H -10.812 -2.763 13.521 -0.39 1.66 -0.12
H -8.175 -4.956 12.900 1.08 -0.51 1.74
H -7.859 -5.049 10.322 3.80 1.54 -1.91
H -19.885 -14.476 11.368 0.00 0.00 0.01
H -11.007 -3.727 8.886 -0.11 -0.04 -0.17
C -14.075 2.110 11.538 -2.45 2.14 2.28
C -13.538 1.179 12.561 0.51 -2.63 -3.58
O -12.211 0.456 12.084 -1.65 6.08 -1.41
H -13.429 1.882 10.807 2.29 0.23 -3.44
H -13.916 3.395 11.931 -1.21 -4.11 -1.62
H -15.071 1.540 11.204 1.45 2.70 0.59
H -14.353 0.493 12.729 0.55 -1.09 0.54
H -13.239 1.584 13.392 1.33 2.35 4.73
H -12.470 -0.314 12.419 -0.84 -5.79 2.02
```
Positions in Å, forces in eV/Å.

---

(2)
ORCA calculation (ωB97M-V/def2-TZVPD) on an isolated molecule of C6H8NO2P.

The value obtained for the highest occupied orbital energy is -0.333 Eh. For the energy above the lowest of the compared OMol25 structures with the same formula, charge and spin, the calculation gives 115.8 kcal per mole. The value obtained for the total energy is -779.85372 Ha. As for the strongest force on any atom: 0.0905 Eh/bohr. The SMILES is CC1=P(C)=C([N+](=O)[O-])C=C1. Its spin multiplicity is 1.

Geometry as XYZ:
```
18
Properties=species:S:1:pos:R:3:forces:R:3
C -1.492 0.151 -0.621 0.47 -1.28 -0.31
C -0.090 0.592 -0.633 1.48 -0.38 0.08
P 1.239 -0.712 -0.884 -0.84 0.85 1.36
C 0.759 -1.663 0.712 -1.14 1.50 -2.48
C 2.406 0.545 -0.276 1.03 -0.84 -0.67
N 3.799 0.014 0.030 -3.99 2.23 -0.89
O 4.616 0.779 0.402 2.19 1.36 0.71
O 3.859 -1.167 -0.041 0.94 -2.64 -0.10
C 1.899 1.793 -0.379 1.54 0.04 0.83
C 0.500 1.794 -0.449 -1.91 -0.78 -0.04
H -1.859 0.348 -1.592 -1.04 0.52 -1.03
H -2.160 0.460 0.154 -0.19 0.74 0.44
H -1.481 -0.939 -0.594 -0.20 -0.13 0.19
H -0.020 -2.357 0.346 0.06 0.49 0.83
H 0.512 -0.859 1.395 -0.52 -0.49 0.42
H 1.588 -2.194 1.009 1.84 -1.23 0.77
H 2.292 2.801 -0.298 1.06 -0.47 0.15
H 0.028 2.703 -0.152 -0.78 0.52 -0.24
```
Positions in Å, forces in eV/Å.